1.
The following is a DFT calculation (ωB97M-V with the def2-TZVPD basis set) of a 2-piece molecular cluster, C4H12NO3 overall in a non-equilibrium geometry.

**Maximum force**: 3.81 eV Å⁻¹
**Energy**: -11966.1469 eV
**Net charge**: +1
**Energy relative to the best compared isomer or geometry (same formula, charge and spin)**: 3.449 eV

Structure (XYZ):
```
20
Properties=species:S:1:pos:R:3:mulliken_charge:R:1
C 0.37 -2.04 1.35 -0.9910
C 0.80 -0.66 1.70 -0.3430
C -0.13 0.80 -1.53 -0.1622
C -0.02 0.38 1.85 0.5932
N -0.63 -0.26 -2.39 -0.2076
O 1.00 1.57 -1.85 -0.5034
O -1.28 0.32 1.20 -0.4598
O 0.19 1.76 1.98 -0.5607
H 0.12 -2.59 2.29 0.2936
H 1.28 -2.33 0.83 0.3543
H -0.63 -1.96 0.86 0.1813
H 1.88 -0.53 1.97 0.3088
H 0.23 0.35 -0.65 -0.0193
H -0.96 1.45 -1.30 0.4168
H -1.09 0.14 -3.25 0.3833
H -1.25 -0.83 -1.85 0.3479
H 0.09 -0.95 -2.71 0.3724
H 0.72 2.33 -2.50 0.3637
H -1.83 0.91 1.69 0.2913
H 1.12 2.14 2.32 0.3405
```



2.
The following is a DFT calculation (ωB97M-V with the def2-TZVPD basis set) of a 4-piece molecular cluster, H6IO3 overall.

**Maximum force**: 0.44 eV Å⁻¹
**Energy**: -14343.6883 eV
**Net charge**: -1
**Energy relative to the best compared isomer or geometry (same formula, charge and spin)**: 0.294 eV

Structure (XYZ):
```
10
Properties=species:S:1:pos:R:3:mulliken_charge:R:1
I -1.09 0.59 1.54 -0.7391
O 1.29 0.20 -1.30 -0.6262
H 0.65 0.04 -0.58 0.2496
H 0.91 0.92 -1.80 0.3066
O 2.01 -1.26 1.96 -0.6097
H 2.41 -1.13 2.82 0.2781
H 1.10 -0.90 2.06 0.2231
O -2.24 0.46 -1.91 -0.6259
H -3.08 0.08 -1.65 0.3034
H -1.97 0.98 -1.13 0.2401
```



3.
The following is a DFT calculation (ωB97M-V with the def2-TZVPD basis set) of a 2-piece molecular cluster, C4H6BrIO overall in a non-equilibrium geometry.

**Maximum force**: 2.73 eV Å⁻¹
**Energy**: -84434.4639 eV
**Structure (SMILES)**: C=C(Br)C(C)=O.I
**Energy relative to the best compared isomer or geometry (same formula, charge and spin)**: 0.450 eV

Structure (XYZ):
```
13
Properties=species:S:1:pos:R:3:mulliken_charge:R:1
C -0.42 -1.79 -0.18 -0.5949
C -0.39 -0.75 -1.04 0.2180
Br -0.59 -1.12 -2.90 -0.1303
C -0.33 0.76 -0.77 0.7742
C -0.25 1.06 0.71 -1.2581
O -0.51 1.53 -1.70 -0.5158
H -0.54 -2.77 -0.58 0.3061
H -0.05 -1.52 0.83 0.1649
H 0.07 2.09 0.91 0.3277
H 0.32 0.30 1.20 0.3545
H -1.31 1.04 0.90 0.3601
I 2.78 1.07 -3.41 -0.0856
H 2.69 -0.25 -4.18 0.0793
```



4.
The following is a DFT calculation (ωB97M-V with the def2-TZVPD basis set) of the molecule C6H9NO2S in a non-equilibrium geometry.

**Maximum force**: 6.39 eV Å⁻¹
**Energy**: -22782.2483 eV
**Expectation value of S²**: 2.0126
**Spin multiplicity**: 3
**Energy relative to the best compared isomer or geometry (same formula, charge and spin)**: 2.011 eV

Structure (XYZ):
```
19
Properties=species:S:1:pos:R:3:lowdin_spin:R:1
C -1.17 2.48 1.21 0.2957
C -2.13 1.79 1.82 0.3598
C -0.56 1.76 0.10 0.1688
C 1.74 -2.28 -0.60 0.0001
C -0.46 -0.99 -0.74 -0.0073
C 0.98 -0.93 -0.53 0.0004
N -1.10 0.46 0.17 0.2541
O 0.20 2.14 -0.76 0.3221
O 1.63 -0.11 -1.48 0.0028
S -2.24 0.17 1.35 0.5801
H -0.85 3.54 1.48 0.0078
H -2.67 2.22 2.73 0.0130
H 1.17 -2.76 -1.40 0.0000
H 2.75 -2.03 -0.78 0.0000
H 1.68 -2.75 0.41 0.0001
H -0.60 -1.06 -1.81 0.0001
H -0.83 -1.89 -0.19 0.0021
H 1.19 -0.48 0.55 0.0008
H 1.28 0.72 -1.53 -0.0004
```